DFT (the ωB97M-V functional and the def2-TZVPD basis) results for a 2-piece molecular cluster, C14H27N3O6S2 overall in a non-equilibrium geometry.

As for the net charge: 0. For the energy above the lowest of the compared OMol25 structures with the same formula, charge and spin, the calculation gives 2.325 eV. The total energy comes out at -53375.3856 eV. The calculation puts the gap between HOMO and LUMO at 9.313 eV. The value obtained for the LUMO energy is 0.25 eV. As for the HOMO energy: -9.1 eV. The strongest force on any atom comes out at 6.60 eV/Å.

CARTESIAN COORDINATES (ANGSTROEM)
1 C 4.14 0.71 1.79
2 O 3.70 1.53 0.68
3 C 3.07 0.76 -0.37
4 C 1.46 0.89 -0.34
5 N 1.07 1.66 -1.57
6 C 0.94 1.60 1.03
7 C -0.65 1.34 1.07
8 C -1.48 2.40 1.94
9 C -2.27 3.51 1.07
10 C -3.83 3.22 0.88
11 C -4.18 2.37 -0.46
12 C -3.69 0.87 -0.19
13 S -4.98 -0.44 -0.56
14 C -4.03 -2.01 -0.21
15 N -3.96 -3.22 -0.95
16 N -3.07 -3.97 -0.19
17 C -2.63 -3.24 0.95
18 O -3.25 -1.96 0.98
19 H 3.68 1.16 2.74
20 H 3.85 -0.39 1.71
21 H 5.27 0.77 1.90
22 H 3.44 1.20 -1.37
23 H 3.36 -0.35 -0.38
24 H 0.98 -0.16 -0.40
25 H 0.11 1.47 -1.86
26 H 1.25 2.66 -1.44
27 H 1.11 2.73 0.97
28 H 1.40 1.10 1.94
29 H -1.01 1.48 -0.03
30 H -0.88 0.25 1.32
31 H -2.30 1.83 2.53
32 H -0.76 2.84 2.71
33 H -1.70 3.70 0.10
34 H -2.19 4.49 1.67
35 H -4.25 2.67 1.78
36 H -4.36 4.24 0.72
37 H -3.51 2.80 -1.29
38 H -5.27 2.47 -0.79
39 H -3.45 0.76 0.93
40 H -2.77 0.58 -0.84
41 H -1.90 -3.50 1.78
42 O 5.10 -4.06 -0.39
43 S 3.84 -3.40 -0.55
44 O 3.32 -2.48 0.42
45 O 2.71 -4.52 -0.85
46 C 2.08 -4.24 -2.10
47 C 3.14 -3.52 -2.93
48 O 3.82 -2.68 -2.00
49 H 1.22 -3.60 -1.92
50 H 1.75 -5.17 -2.58
51 H 2.70 -2.93 -3.74
52 H 3.87 -4.22 -3.35

Here are the natural (NBO) charges for atoms 1 to 2, given in e: C -0.273; O -0.562